C58H52As2BrN3O3SSiTa as an isolated structure, computed with ωB97M-V/def2-TZVPD.

For the HOMO-LUMO gap, the calculation gives 7.72 eV. Its maximum force is 0.9 eV/A. The total energy is -283585.6406 eV. As for the LUMO energy: -2.9 eV. Its energy relative to the best compared isomer or geometry (same formula, charge and spin) is 0.868 eV. As for the net charge: +1.

Last column: Löwdin charge in e.
Positions of all 122 atoms, in Å:
H 0.28799 1.90349 -4.02560  0.0428
H -0.54213 -2.41479 -4.56167  0.1067
H -1.05047 -0.20844 5.68046  0.1067
H -4.05271 0.57998 -5.93114  0.1103
H -0.99621 3.99770 -0.76543  0.0355
H 3.58407 4.11380 -2.62490  0.0984
H -2.10708 0.93758 -7.41331  0.1091
H 3.06520 -2.21515 -1.02684  0.0476
H -3.79943 0.17408 -0.52225  0.1010
C -0.36664 3.66039 1.50664  -0.8194
C 4.97250 4.72350 -1.12764  -0.0696
H -5.86829 -1.49726 3.57807  0.1104
H -0.18980 -0.38958 -3.27424  0.0597
C -0.79124 1.46178 -5.80009  -0.0587
Ta 0.01321 0.27528 0.14940  1.4396
C 0.48442 -0.55507 4.22516  -0.0924
H 2.36763 -2.21232 -2.39425  0.0674
H 2.61777 1.91886 6.26934  0.1068
C -2.60385 -0.65898 1.73063  -0.2780
C -0.35960 -1.31303 -1.33473  -0.3234
Br -0.95227 -5.24958 -3.83419  0.7626
H 5.38449 5.51032 -1.74583  0.1083
C 4.58130 -0.37369 0.56855  -0.1204
C -4.95230 -1.26224 3.05407  -0.0646
C -0.53231 -2.56064 -0.72023  -0.1641
C 2.64103 -3.58934 3.57078  -0.0838
H 7.93948 -0.27025 0.95826  0.1077
C -5.40725 3.54096 -1.49173  -0.0638
H -3.85209 0.91830 -3.51351  0.1002
C 1.97738 -5.12744 1.36067  -0.0721
H 5.31361 3.30465 1.92438  0.1106
C 2.01878 1.22380 5.69534  -0.0721
H 3.82846 -0.20643 -0.19377  0.0591
C 5.92005 -0.21476 0.23865  -0.0691
As 1.87387 1.95159 -1.60583  1.2295
H -0.49921 -2.65382 0.35850  0.0718
H 1.65332 -3.27643 0.34857  0.0655
H 3.19213 2.75457 -6.49593  0.1098
H 3.82576 -0.04470 -2.48818  0.0660
C 3.38730 2.92734 -0.83158  -0.3810
C -4.55806 0.05540 2.90429  -0.0241
H 4.79724 0.86867 -6.54588  0.1089
C 4.40106 0.29998 -4.51401  -0.0648
C -3.10265 0.88789 -5.51473  -0.0629
C 0.72978 0.91751 6.10320  -0.0730
C -0.36656 -1.30392 -2.72924  -0.1401
H 0.92944 3.82555 -3.01441  0.0451
H -5.86125 4.47989 -1.77965  0.1099
C 1.94629 -3.74207 1.28171  -0.0960
H 5.10760 -0.52018 -4.51782  0.1096
C 3.67175 0.56802 -3.36502  -0.1133
C 6.52564 -0.73608 2.50374  -0.0696
As -1.61037 1.77714 -1.67675  1.2665
H 2.96944 -5.45173 4.57936  0.1078
H -3.45550 4.15391 -2.10290  0.1017
O 1.43124 -0.58214 0.99168  -0.4697
C 3.32709 2.12901 -5.62300  -0.0724
H 6.20015 0.06113 -0.77060  0.1086
C 2.54161 0.63897 4.54910  -0.0880
N 0.15540 4.91993 1.53846  0.0865
C -0.70999 -3.72894 -1.44609  -0.1224
C -4.15328 -2.28149 2.55267  -0.0522
H 4.92406 -1.17066 3.84154  0.1050
Si 2.41741 -1.10098 2.27552  0.5705
C 2.75016 1.61093 -3.33194  -0.3781
C -4.24357 1.12863 -0.77858  -0.1286
C 4.22794 1.07577 -5.64958  -0.0712
C -4.04404 3.35537 -1.66994  -0.0862
H -7.25266 2.67211 -0.83227  0.1090
N -1.97597 2.16302 1.47031  -0.0701
H 1.71807 -5.72527 0.49556  0.1058
C -2.96929 -1.98555 1.89398  0.0083
N -1.63730 3.49230 1.61029  0.0064
H -0.45192 5.64133 1.89610  0.1070
H -1.26909 4.11286 -2.49221  0.0749
C 2.68004 -4.97323 3.65286  -0.0719
H -4.44781 -3.31489 2.67658  0.1134
C -0.71918 -3.66839 -2.83025  -0.6960
H 7.28402 -0.88478 3.26125  0.1080
C -2.95458 1.78063 2.18892  -0.0714
C 0.75221 3.55570 -1.97686  -0.3937
C 2.34855 -5.74367 2.54695  -0.0748
C 4.92926 3.49225 0.92983  -0.0672
H 2.88979 -3.00262 4.44927  0.1062
C -6.18822 2.52472 -0.95859  -0.0669
C 5.47104 4.50007 0.14823  -0.0738
C 2.59485 2.39485 -4.47352  -0.1420
C 2.27486 -2.95087 2.38306  -0.2192
H -5.16910 0.85544 3.30465  0.1212
H 1.13630 5.01028 1.74219  0.0843
H -6.21244 0.51457 -0.19972  0.1110
C -2.01072 1.08496 -6.34587  -0.0683
H 3.54523 0.89913 4.23204  0.0971
C 5.18721 -0.89692 2.82499  -0.0895
H -2.33618 -2.76951 1.50550  0.1103
H 0.32451 1.36984 6.99912  0.1070
H 1.91047 3.23224 -4.50330  0.0891
H 6.28242 5.10732 0.52740  0.1077
O 2.53051 -1.66807 -1.61482  -0.0723
C -1.77380 1.48372 -3.59584  -0.3630
C -2.98815 1.08359 -4.14402  -0.0823
C 6.89396 -0.39598 1.20779  -0.0702
C -0.54612 -2.45773 -3.48045  -0.1177
H -0.12739 -1.25255 3.65933  0.1028
H 0.07676 1.59982 -6.43263  0.1069
S 0.82257 2.37599 1.33435  0.6447
C -5.60732 1.31572 -0.60414  -0.0661
C 3.94153 3.93642 -1.61778  -0.1055
O -1.44429 -0.36665 1.08337  -0.3061
H 3.47533 1.94680 1.08050  0.0454
C -3.37911 0.38770 2.23662  -0.1563
H 1.20818 4.33514 -1.36836  0.0658
C -0.67825 1.65262 -4.43252  -0.1305
H -3.47369 2.49363 2.82961  0.1360
C -0.04318 0.03035 5.36358  -0.0713
H -0.83293 -4.67792 -0.94043  0.1054
C 3.88644 2.71462 0.44460  -0.1632
C 1.78594 -0.26271 3.80124  -0.2505
C 4.18808 -0.71225 1.86306  -0.2239
C -3.45834 2.15086 -1.29744  -0.4029
C -0.76130 3.53498 -1.71952  -0.4022
H 2.37782 -6.82352 2.61145  0.1073

***

A 11-piece molecular cluster, C58H53Br4N9O18 overall, computed with ωB97M-V/def2-TZVPD.

For the HOMO-LUMO gap, the calculation gives 8.30 eV. Its maximum force is 2.2 eV/A. As for the structure (SMILES): O=[N+]([O-])c1ccccc1.O=[N+]([O-])c1ccccc1.O=[N+]([O-])c1ccccc1.O=[N+]([O-])c1ccccc1.O=[N+]([O-])c1ccccc1.O=[N+]([O-])c1ccccc1.O=[N+]([O-])c1ccccc1.O=[N+]([O-])c1ccccc1.O=[N+]([O-])c1ccccc1.BrCCBr.BrCCBr. The total energy is -391417.6346 eV. As for the LUMO energy: -1.1 eV. Its energy relative to the best compared isomer or geometry (same formula, charge and spin) is 0.000 eV.

Last column: Löwdin charge in e.
Positions of all 142 atoms, in Å:
C 0.70573 -4.37537 -0.12025  -0.0025
H -4.23222 -2.97663 -6.58669  0.1108
C -2.27040 -3.65057 5.05713  -0.0690
C -4.21220 -6.07679 1.45573  -0.0468
H -5.32251 -7.26178 0.06140  0.1107
H 3.86964 -4.84096 -1.22769  0.1233
C 3.19424 0.42803 -3.67659  -0.0157
C -2.88785 5.30263 -3.40016  -0.0677
C -1.69864 -2.85234 4.07966  -0.0950
H -0.28580 -2.81462 2.42564  0.0599
C 5.01984 3.57207 2.80316  0.0032
H -4.80003 -5.73426 -1.86280  0.1203
C 5.80830 4.70153 2.69680  -0.0635
O 1.32328 -6.92596 0.64128  0.0833
H 2.14453 6.05109 -2.65360  0.0537
C 1.58561 4.23782 -3.71169  -0.6904
C 4.34339 -2.71498 2.15202  -0.1570
H 1.15194 -1.66356 -2.07831  0.0849
C 1.28118 5.43064 -2.85533  -0.6455
C 3.82600 3.53792 2.10233  -0.1459
O -3.97961 0.45489 -3.32343  0.0681
C -4.66586 0.85532 -6.75497  -0.0025
H -3.86292 -1.63244 -4.58952  0.1050
H -0.86692 -0.91077 7.18307  0.1100
C 5.39515 5.78788 1.92666  -0.0635
C -3.49489 6.52351 -3.19988  0.0009
H -2.18858 -5.54701 6.08932  0.1206
H -2.37808 -3.30668 0.63228  0.0913
H -0.27713 1.49146 3.67029  0.0632
H 0.46161 6.01120 -3.26194  0.0500
C -0.35974 0.65720 -0.13483  -0.6491
C 2.91973 -4.34250 -1.08578  -0.0025
H 2.40425 4.60457 0.90270  0.0308
H -2.01572 0.94252 8.26321  0.1211
H -2.98078 -4.77049 2.62119  0.0833
H -2.94229 4.11725 -0.23571  0.1057
C -1.65379 1.07213 7.25428  -0.0053
H 1.68963 -0.17392 3.19893  0.0853
H 2.95269 -0.28419 -5.65397  0.1132
H -4.46589 -6.65205 2.33624  0.1110
O -2.62636 4.39196 6.56046  0.0799
C 2.65662 -2.03600 3.65949  -0.0631
H -0.03063 -0.69952 4.87360  0.0821
C -4.45522 -1.91755 -6.61647  -0.0590
O -4.83111 8.82036 -2.68267  0.0757
O -2.65842 -2.59109 -1.57346  0.0427
O -2.97853 3.17774 8.30236  0.0801
N -0.17826 -6.71818 4.79773  -0.3460
C 3.94147 1.23686 -2.84664  -0.1624
C -3.10861 4.79661 -1.06140  -0.0811
H -2.56838 4.99148 -4.38662  0.1111
C 3.11690 -0.71581 1.70263  -0.0920
H -1.49643 3.30741 4.70575  0.1212
H -2.14723 1.60737 -1.00597  0.0517
C -4.69809 -6.38888 0.19634  -0.0575
H 3.38618 -2.63388 -2.30406  0.1074
O -3.78814 -3.86478 -2.88902  0.0837
O 0.70970 -7.12034 4.07191  0.0913
C 2.62162 -3.16499 -1.75567  -0.0488
H -2.37658 3.42203 -2.58654  0.0404
H 6.53735 1.96219 -4.85041  0.1107
C -0.25497 -4.66706 3.46031  -0.0090
H 3.78496 6.57294 0.70623  0.1097
C 3.63856 0.21714 -4.98406  -0.0535
C -4.93409 0.06452 -7.87158  -0.0666
O 5.76954 -4.44683 2.63727  0.0859
Br 0.61448 4.78562 -1.11921  0.7087
C -1.41400 0.83077 -1.18996  -0.6198
C -0.76043 -5.40288 4.50783  -0.1481
C -3.33580 -4.99579 1.62305  -0.0442
H -0.59389 -2.77448 -0.75162  0.0673
H 5.73062 2.41609 -2.59173  0.1236
H -2.03326 -1.85114 3.83565  0.0805
O 5.88724 -3.56232 0.67977  0.0634
H 5.13471 0.63374 -6.43397  0.1113
N 2.25677 -6.19903 0.37668  -0.3504
C -3.93202 6.85656 -1.92695  -0.1546
Br -1.20343 -0.24009 1.40003  0.7415
H -5.13939 -1.89142 -8.68195  0.1070
O 3.42620 -6.43924 0.60840  0.0907
H 5.95196 6.71536 1.92130  0.1074
C -4.85969 -1.32185 -7.80598  -0.0664
N -4.68424 8.09092 -1.72410  -0.3538
C 5.13278 1.80012 -3.24770  -0.0025
O 2.56096 0.81891 -1.05412  0.0372
C 3.62182 -2.95158 3.30009  -0.0064
H 3.76942 -3.85819 3.86912  0.1228
O 1.85103 2.38929 1.76701  0.0670
H -0.03278 -4.91664 0.45771  0.1067
H -3.13795 -3.31468 5.61413  0.1145
H 4.67968 -1.44793 0.45061  0.1201
C 0.39060 -3.21853 -0.80526  -0.0582
O -4.01050 2.24937 -4.50910  0.0706
C -0.70114 1.33168 4.65124  -0.0867
O 3.53615 1.30698 2.54754  0.0344
C 4.10481 -1.62102 1.34976  0.0129
H 2.34703 3.57386 -3.32518  0.0275
N -3.33593 -3.57489 -1.79945  -0.3301
C 1.34856 -2.62469 -1.61015  -0.0635
H 0.09535 1.56705 0.24012  0.0350
H 6.72495 4.79792 3.26520  0.1087
N -4.08991 1.04375 -4.37854  -0.3413
H 2.25226 -0.00222 -3.36911  0.0730
H -5.26392 0.58525 -8.76230  0.1071
C -1.00905 0.01438 6.63954  -0.0591
N 3.41291 1.55373 -1.51505  -0.3133
C -0.52546 0.14299 5.34169  -0.0796
C -3.70477 6.02442 -0.85316  -0.0029
C -1.81021 2.24887 6.55635  -0.1461
H 0.48925 -5.15685 2.84288  0.1093
C 1.95369 -4.94084 -0.30481  -0.1502
H -4.01558 6.30128 0.14378  0.1217
C -0.68515 -3.36430 3.26995  -0.0974
N 3.00683 2.32054 2.13769  -0.2949
O -5.13154 8.30561 -0.61062  0.0763
H -4.73631 1.92845 -6.84685  0.1183
C 4.86245 0.71454 -5.38781  -0.0594
C -1.79654 -4.92792 5.29627  -0.0024
C -3.58054 -4.46727 -0.67332  -0.1431
H -1.91935 -0.09745 -1.43490  0.0273
Br 2.32628 4.94919 -5.40137  0.6100
C -3.02542 -4.17149 0.56518  0.0029
C -4.42255 -5.54599 -0.86734  0.0026
O 3.83797 2.54692 -0.96551  0.0902
H 0.40771 -0.04311 -0.44164  0.0121
H 2.06137 -2.18556 4.55202  0.1023
O -0.62090 -7.31221 5.76143  0.0793
Br -0.46020 1.35574 -2.82994  0.7104
H 0.68453 3.72385 -4.01859  0.0019
N -2.52496 3.36074 7.19217  -0.3566
C 2.41825 -0.90920 2.87917  -0.0739
N 5.41765 -3.64981 1.79775  -0.3509
C -4.32614 0.23222 -5.57259  -0.1477
H -3.76961 7.20278 -3.99846  0.1205
C 5.59356 1.54212 -4.53001  -0.0506
H 5.27682 2.75481 3.46015  0.1216
H 2.89190 0.13244 1.07135  0.0744
C 3.39373 4.59240 1.32642  -0.0333
C -2.77034 4.40217 -2.34802  -0.1082
C -4.18158 -1.14341 -5.49959  0.0050
C -1.36661 2.38290 5.24862  0.0059
C 4.19208 5.72223 1.23865  -0.0576